Record 1
Here is a 2-piece molecular cluster, C5H8N2O3 overall from OMol25. Energies are from ωB97M-V/def2-TZVPD.

Atoms and positions in Å:
O1 -1.442 -1.938 1.531
C1 -0.985 -0.908 1.084
N1 -0.478 0.092 1.877
C2 0.130 1.236 1.376
N2 0.232 1.507 0.135
C3 -0.747 0.868 -0.733
C4 -0.848 -0.609 -0.393
C5 -0.280 -1.711 -1.275
O2 -1.657 -1.374 -1.245
H1 -0.570 -0.018 2.881
H2 0.734 1.779 2.108
H3 -1.736 1.343 -0.631
H4 -0.432 0.988 -1.778
H5 0.221 -1.448 -2.210
H6 -0.037 -2.674 -0.818
O3 2.830 0.619 -0.549
H7 1.844 0.751 -0.810
H8 3.221 1.497 -0.551

Its HOMO energy is -0.3667 Eh. The value obtained for the total energy is -14436.032 eV. For the molar mass, the calculation gives 144.1 Da. For the largest force on an atom, the calculation gives 2.88 eV/A. The energy above the lowest of the compared OMol25 structures with the same formula, charge and spin is 39.48 kcal/mol. The orbital gap is 10.370 eV.

=====

Record 2
Here is one molecule with the formula C5H8N2O8 from OMol25. Energies are from ωB97M-V/def2-TZVPD.

Atoms and positions in Å:
C1 -0.330 -2.367 -1.254
C2 -0.821 -2.320 0.120
O1 -0.927 -3.136 0.954
O2 -1.160 -1.040 0.600
C3 -1.820 0.081 0.025
C4 -0.944 1.348 -0.212
O3 -1.818 2.397 0.005
C5 0.260 1.517 0.640
O4 1.292 0.567 0.340
N1 -2.674 0.419 1.237
O5 -2.145 0.540 2.323
O6 -3.852 0.516 1.027
N2 -2.736 -0.200 -1.097
O7 -3.123 0.689 -1.815
O8 -3.201 -1.327 -1.093
H1 -0.434 -3.276 -1.863
H2 -0.459 -1.447 -1.858
H3 0.776 -2.411 -1.136
H4 -0.758 1.292 -1.235
H5 -1.977 3.013 -0.704
H6 0.675 2.499 0.543
H7 0.144 1.540 1.639
H8 0.943 -0.296 0.648

Its HOMO energy is -0.4073 Eh. The value obtained for the total energy is -24666.974 eV. For the molar mass, the calculation gives 224.1 Da. For the largest force on an atom, the calculation gives 3.94 eV/A. The energy above the lowest of the compared OMol25 structures with the same formula, charge and spin is 9.74 kcal/mol. The orbital gap is 9.937 eV.

=====

Record 3
Here is one molecule with the formula C5H8N2S from OMol25. Energies are from ωB97M-V/def2-TZVPD.

Atoms and positions in Å:
N1 1.935 0.648 -2.254
C1 1.153 0.131 -1.205
C2 0.207 0.853 -0.470
C3 -0.811 0.338 0.497
S1 -2.023 1.161 1.185
N2 -0.575 -0.909 0.930
C4 0.565 -1.770 0.750
C5 1.365 -1.352 -0.558
H1 2.288 -0.233 -2.653
H2 1.546 1.279 -2.934
H3 -0.145 1.849 -0.839
H4 -0.890 -0.926 1.897
H5 0.437 -2.922 0.767
H6 1.205 -1.527 1.824
H7 2.479 -1.426 -0.420
H8 1.060 -2.051 -1.415

Its HOMO energy is -0.2986 Eh. The value obtained for the total energy is -19128.234 eV. For the molar mass, the calculation gives 128.2 Da. For the largest force on an atom, the calculation gives 5.03 eV/A. The energy above the lowest of the compared OMol25 structures with the same formula, charge and spin is 50.45 kcal/mol. The orbital gap is 8.603 eV.

=====

Record 4
Here is one molecule with the formula C5H8N2S from OMol25. Energies are from ωB97M-V/def2-TZVPD.

Atoms and positions in Å:
C1 -0.775 -1.843 -1.365
C2 -1.076 -0.755 -0.675
C3 -0.718 0.392 0.265
C4 -1.444 1.661 -0.266
N1 0.659 0.878 0.409
N2 1.539 -0.077 1.038
C5 1.903 -1.305 0.453
S1 2.851 -2.340 1.228
H1 -0.998 -2.598 -2.120
H2 -1.114 0.069 1.300
H3 -1.552 1.823 -1.445
H4 -1.012 2.661 0.189
H5 -2.531 1.516 0.039
H6 0.912 0.985 -0.556
H7 1.789 0.135 2.058
H8 1.570 -1.203 -0.552

Its HOMO energy is -0.3156 Eh. The value obtained for the total energy is -19125.211 eV. For the molar mass, the calculation gives 128.2 Da. For the largest force on an atom, the calculation gives 7.77 eV/A. The energy above the lowest of the compared OMol25 structures with the same formula, charge and spin is 120.15 kcal/mol. The orbital gap is 9.030 eV.

=====

Record 5
Here is one molecule with the formula C5H8N2S from OMol25. Energies are from ωB97M-V/def2-TZVPD.

Atoms and positions in Å:
S1 -2.371 -0.792 -0.309
C1 -0.698 -0.287 0.180
C2 0.009 -1.439 0.941
N1 1.058 -1.915 0.393
N2 1.399 -1.109 -0.695
C3 0.478 -0.026 -0.890
C4 0.859 1.270 -0.049
C5 -0.436 1.104 0.759
H1 -2.690 0.392 -0.862
H2 -0.357 -1.987 1.825
H3 1.549 -1.722 -1.442
H4 0.151 0.186 -1.898
H5 0.919 2.135 -0.662
H6 1.761 1.056 0.534
H7 -1.135 1.872 0.371
H8 -0.496 1.263 1.803

Its HOMO energy is -0.3182 Eh. The value obtained for the total energy is -19128.114 eV. For the molar mass, the calculation gives 128.2 Da. For the largest force on an atom, the calculation gives 2.20 eV/A. The energy above the lowest of the compared OMol25 structures with the same formula, charge and spin is 53.20 kcal/mol. The orbital gap is 9.448 eV.

=====

Record 6
Here is one molecule with the formula C5H8N2S from OMol25. Energies are from ωB97M-V/def2-TZVPD.

Atoms and positions in Å:
C1 2.637 -0.050 -1.410
N1 2.163 -0.509 -0.338
N2 1.114 0.193 0.186
C2 0.428 -0.178 1.422
C3 -0.864 0.270 0.688
S1 -2.401 0.348 1.102
C4 -0.052 0.424 -0.670
C5 -0.445 -0.688 -1.702
H1 2.255 0.876 -1.830
H2 3.493 -0.596 -1.776
H3 0.448 -1.273 1.666
H4 0.749 0.409 2.290
H5 -0.105 1.471 -1.062
H6 -0.050 -1.696 -1.314
H7 -1.553 -0.721 -1.804
H8 0.024 -0.502 -2.699

Its HOMO energy is -0.3180 Eh. The value obtained for the total energy is -19126.990 eV. For the molar mass, the calculation gives 128.2 Da. For the largest force on an atom, the calculation gives 2.19 eV/A. The energy above the lowest of the compared OMol25 structures with the same formula, charge and spin is 79.12 kcal/mol. The orbital gap is 8.400 eV.

=====

Record 7
Here is one molecule with the formula C5H8N2S2 from OMol25. Energies are from ωB97M-V/def2-TZVPD.

Atoms and positions in Å:
C1 0.635 1.728 0.921
C2 0.572 1.079 -0.556
C3 -0.883 0.922 -0.969
N1 -1.529 -0.200 -0.905
C4 -0.868 -1.307 -0.376
S1 -1.478 -1.407 1.414
N2 0.557 -1.371 -0.350
S2 1.237 -2.834 -0.236
C5 1.245 -0.236 -0.280
H1 -0.274 1.265 1.301
H2 0.442 2.820 0.993
H3 1.661 1.375 1.174
H4 1.277 1.602 -1.135
H5 -1.508 1.734 -1.350
H6 -1.355 -2.315 -0.623
H7 -2.111 -2.570 1.199
H8 2.381 -0.285 -0.221

Its HOMO energy (alpha / beta) is -0.2861 / -0.2862 Eh. The value obtained for the total energy is -29962.166 eV. For the molar mass, the calculation gives 160.3 Da. For the largest force on an atom, the calculation gives 4.10 eV/A. The energy above the lowest of the compared OMol25 structures with the same formula, charge and spin is 60.72 kcal/mol. The orbital gap (alpha / beta) is 7.537 / 7.538 eV.

=====

Record 8
Here is an isolated ion of composition C5H8N3 and charge +1 from OMol25. Energies are from ωB97M-V/def2-TZVPD.

Atoms and positions in Å:
C1 -1.272 -0.737 -0.704
C2 -0.428 -0.190 0.379
C3 -0.045 -0.833 1.493
C4 -0.285 -2.229 1.658
N1 -0.521 -3.320 1.971
N2 -0.102 1.218 0.314
C5 0.829 1.766 -0.462
N3 1.724 1.117 -1.240
H1 -2.322 -0.349 -0.654
H2 -1.417 -1.763 -0.666
H3 -0.839 -0.588 -1.743
H4 0.156 -0.333 2.362
H5 -0.592 1.666 0.993
H6 0.701 2.789 -0.700
H7 2.054 0.064 -1.259
H8 2.359 1.723 -1.745

Its HOMO energy is -0.5211 Eh. The value obtained for the total energy is -9776.601 eV. For the molar mass, the calculation gives 110.1 Da. The total charge is +1. For the largest force on an atom, the calculation gives 3.88 eV/A. The energy above the lowest of the compared OMol25 structures with the same formula, charge and spin is 44.77 kcal/mol. The orbital gap is 9.588 eV.

=====

Record 9
Here is an isolated ion of composition C5H8N3 and charge +1 from OMol25. Energies are from ωB97M-V/def2-TZVPD.

Atoms and positions in Å:
C1 1.758 0.692 0.690
C2 0.531 0.259 -0.124
C3 -0.515 1.312 -0.244
N1 -1.780 1.083 0.115
N2 -2.186 -0.169 0.420
C4 -1.378 -1.205 0.304
N3 -0.041 -1.122 0.053
C5 0.707 -0.880 -1.151
H1 1.634 0.290 1.662
H2 1.809 1.701 0.471
H3 2.679 0.271 0.363
H4 -0.077 2.317 -0.501
H5 -3.125 -0.235 0.772
H6 -1.793 -2.176 0.340
H7 0.105 -0.860 -2.041
H8 1.673 -1.280 -1.129

Its HOMO energy is -0.5246 Eh. The value obtained for the total energy is -9774.926 eV. For the molar mass, the calculation gives 110.1 Da. The total charge is +1. For the largest force on an atom, the calculation gives 4.70 eV/A. The energy above the lowest of the compared OMol25 structures with the same formula, charge and spin is 83.40 kcal/mol. The orbital gap is 8.871 eV.

=====

Record 10
Here is an isolated ion of composition C5H8N3 and charge +1 from OMol25. Energies are from ωB97M-V/def2-TZVPD.

Atoms and positions in Å:
C1 1.677 -0.596 0.459
C2 0.758 -1.475 0.136
N1 -0.391 -0.841 -0.547
N2 -1.656 -1.067 0.062
C3 -2.079 0.111 0.424
N3 -1.262 1.166 0.257
C4 -0.069 0.645 -0.616
C5 1.282 0.789 0.117
H1 2.608 -0.820 0.905
H2 0.623 -2.500 0.264
H3 -0.338 -1.392 -1.457
H4 -2.990 0.115 0.987
H5 -1.640 2.141 0.142
H6 0.197 1.141 -1.474
H7 1.203 1.451 0.900
H8 2.078 1.132 -0.559

Its HOMO energy is -0.5283 Eh. The value obtained for the total energy is -9775.922 eV. For the molar mass, the calculation gives 110.1 Da. The total charge is +1. For the largest force on an atom, the calculation gives 4.67 eV/A. The energy above the lowest of the compared OMol25 structures with the same formula, charge and spin is 60.42 kcal/mol. The orbital gap is 11.227 eV.